1.
The following is a quantum chemistry calculation of AlH10O5 as an isolated structure in a non-equilibrium geometry, from the Open Molecules 2025 dataset.

Total charge: +3
LUMO energy: -19.57 eV
Kohn-Sham gap: 4.825 eV
Spin multiplicity: 1

Last column: Löwdin charge in e.
Cartesian coordinates (Å):
Al -0.235535 -0.419909 0.276425  1.78
O -0.451979 -2.596465 -1.631315  0.00
H -1.061846 -2.652436 -2.385426  0.11
H 0.180563 -3.328005 -1.765811  0.13
O -2.676616 -1.451804 -0.483456  0.00
H -2.722216 -1.739731 -1.403868  0.08
H -3.585126 -1.551587 -0.137324  0.14
O 0.171605 1.384065 2.515849  0.02
H 0.985551 1.616986 2.999514  0.11
H -0.559689 1.695819 3.084778  0.12
O 2.451207 0.630401 0.792340  0.01
H 3.077646 0.221596 0.168130  0.11
H 3.010904 1.126982 1.418270  0.12
O 0.468893 2.008461 -0.959791  0.02
H 0.373342 2.159093 -1.920192  0.12
H 0.573292 2.896531 -0.568123  0.12

Force components x, y, z for each atom (eV/Å):
Al -0.06 1.30 -0.71
O 0.17 0.40 0.97
H 0.24 0.27 -0.24
H 0.25 0.21 0.11
O 1.19 0.43 0.52
H 0.06 0.14 -0.13
H 0.11 0.41 0.50
O -0.64 -0.06 -1.07
H 0.08 -0.52 0.04
H -0.07 -0.28 0.00
O -0.69 -0.34 -1.07
H 0.07 -0.04 0.16
H -0.17 -0.33 0.38
O 0.09 -1.22 0.10
H -0.30 -0.21 0.03
H -0.32 -0.17 0.41


2.
The following is a quantum chemistry calculation of AlH4O2 as an isolated structure in a non-equilibrium geometry, from the Open Molecules 2025 dataset.

Total charge: +3
LUMO energy: -23.29 eV
Kohn-Sham gap: 4.869 eV
Spin multiplicity: 1

Last column: Löwdin charge in e.
Cartesian coordinates (Å):
Al 1.633780 -1.100197 -1.175401  1.98
O -0.959091 -1.206794 -0.011133  0.14
H -1.609336 -1.868850 -0.379970  0.18
H -1.419219 -0.797727 0.770142  0.18
O 0.868406 1.286674 0.129118  0.15
H -0.008236 1.755179 0.096364  0.18
H 1.493696 1.931714 0.570880  0.19

Force components x, y, z for each atom (eV/Å):
Al -1.02 0.85 0.90
O -0.32 0.77 -1.42
H 0.40 -0.31 0.32
H 0.57 -0.50 0.49
O -0.04 -0.91 1.08
H 0.21 0.14 -0.74
H 0.21 -0.03 -0.63


3.
The following is a quantum chemistry calculation of ArH20O10 as an isolated structure in a non-equilibrium geometry, from the Open Molecules 2025 dataset.

LUMO energy: 0.01 eV
Kohn-Sham gap: 10.699 eV
Spin multiplicity: 1

Last column: Löwdin charge in e.
Cartesian coordinates (Å):
Ar -0.898759 -0.793282 0.686377  0.17
O -4.874945 -1.763071 -0.342780  -0.04
H -5.461594 -2.510760 -0.228643  0.05
H -4.432610 -1.674035 0.501395  0.04
O 3.261380 0.689931 0.877436  -0.05
H 2.801447 0.173152 0.215900  -0.03
H 2.945660 0.345835 1.712989  0.03
O -2.646275 -1.257418 -2.166057  -0.07
H -3.343371 -1.452968 -1.539933  -0.01
H -2.921176 -0.441432 -2.584159  0.06
O -0.188802 -0.779556 -3.212492  -0.06
H 0.021882 0.089256 -2.870406  -0.03
H -1.032168 -0.996004 -2.814845  -0.03
O 2.413324 -2.421886 1.080178  -0.06
H 1.721453 -3.036748 1.324067  0.02
H 2.026416 -1.888223 0.386111  -0.03
O 0.992717 2.160738 2.132095  -0.04
H 1.806861 1.811944 1.769131  0.01
H 0.457139 1.386960 2.307195  0.01
O 2.056616 -0.682514 -1.117004  -0.05
H 1.360147 -0.331436 -1.671891  0.01
H 2.854731 -0.569381 -1.633200  0.08
O -0.754898 3.133383 0.225973  -0.06
H -0.559215 4.030405 -0.044745  0.05
H -0.199855 2.987413 0.992030  -0.01
O 0.527080 1.796177 -1.998362  -0.04
H 0.044183 2.095922 -1.228167  0.00
H 1.096158 2.531423 -2.225956  0.06
O 0.628077 -0.665279 3.749017  -0.06
H -0.238280 -0.351203 4.007894  0.03
H 0.536676 -1.617345 3.710851  0.03

Force components x, y, z for each atom (eV/Å):
Ar 0.00 0.02 -0.02
O 0.15 0.19 -0.14
H -0.17 -0.23 -0.11
H 0.11 0.10 0.31
O 0.27 0.92 0.66
H -0.48 -0.25 -0.47
H 0.26 -0.56 0.31
O 0.17 0.08 -0.20
H -0.48 -0.29 0.33
H -0.20 0.24 -0.17
O 0.69 -0.09 -0.30
H -0.13 0.68 -0.15
H -0.28 -0.41 0.30
O 0.15 -0.17 0.55
H -0.08 -0.21 0.04
H -0.07 0.23 -0.58
O -0.57 0.53 0.29
H 0.58 -0.07 -0.53
H -0.02 -0.39 0.19
O 0.29 -0.25 0.27
H -0.47 0.08 -0.20
H 0.28 -0.18 -0.25
O -0.54 0.01 -0.79
H -0.09 0.29 -0.07
H 0.71 -0.32 0.67
O 0.22 -0.44 -0.58
H -0.47 0.32 0.76
H 0.18 0.07 -0.13
O 0.13 0.28 -0.13
H -0.23 0.09 0.20
H 0.10 -0.27 -0.08


4.
The following is a quantum chemistry calculation of AsCsF6 as an isolated structure in a non-equilibrium geometry, from the Open Molecules 2025 dataset.

Total charge: +1
LUMO energy (alpha / beta): -5.82 / -12.72 eV
Expectation value of S²: 0.7594
Kohn-Sham gap (alpha / beta): 12.706 / 5.782 eV
Spin multiplicity: 2

Last column: Löwdin charge in e.
Cartesian coordinates (Å):
Cs 1.710196 0.505001 -2.700058  1.17
As -0.260114 -0.115039 0.394022  0.98
F 1.433426 -0.728779 0.163682  -0.29
F 0.388686 1.342111 -0.499508  -0.45
F -1.824184 0.639891 0.608962  -0.02
F -0.785724 -1.654469 1.240602  -0.21
F 0.179246 0.731061 1.975692  0.09
F -0.841534 -0.719779 -1.183398  -0.27

Force components x, y, z for each atom (eV/Å):
Cs 0.41 -0.17 -0.71
As 1.26 -3.82 -3.37
F -2.33 0.70 0.86
F -1.40 -1.18 1.92
F 0.86 0.38 1.08
F 1.19 3.47 -1.35
F -0.80 0.00 -0.25
F 0.81 0.63 1.81


5.
The following is a quantum chemistry calculation of AsF6H24O12 as an isolated structure in a non-equilibrium geometry, from the Open Molecules 2025 dataset.

LUMO energy (alpha / beta): -1.62 / -8.25 eV
Expectation value of S²: 0.7571
Kohn-Sham gap (alpha / beta): 9.094 / 2.467 eV
Spin multiplicity: 2

Last column: Löwdin charge in e.
Cartesian coordinates (Å):
As -0.042008 0.211151 0.585339  1.01
F 1.135128 1.551162 0.401722  -0.23
F 1.111721 -0.958786 -0.218632  -0.25
F -1.372793 -0.969806 0.651525  -0.28
F -1.173050 1.369389 1.288716  -0.22
F -0.673699 0.703635 -1.050975  -0.27
F 0.642946 -0.270569 2.157742  -0.23
O -3.092851 -2.819123 1.274162  0.15
H -2.648013 -3.353542 0.616319  0.07
H -2.533960 -2.048639 1.375351  0.03
O 2.528137 -1.719192 3.525927  -0.04
H 2.255596 -2.423463 4.114103  0.04
H 1.815876 -1.648120 2.890425  -0.01
O -2.823056 3.955199 1.453825  -0.05
H -2.381939 3.947777 0.604371  -0.02
H -2.565489 3.130184 1.865226  0.00
O -2.414156 1.173380 -3.164232  -0.03
H -2.068255 1.821453 -2.550568  0.01
H -1.637162 0.784576 -3.565918  0.04
O -0.052658 1.490990 4.261996  -0.05
H -0.980180 1.290169 4.386944  0.03
H 0.225363 0.910119 3.553803  -0.03
O 3.162262 -1.780974 -1.462672  -0.05
H 3.293599 -0.994301 -1.991943  0.01
H 2.211493 -1.876350 -1.406335  -0.01
O -3.511196 -0.248795 -0.729675  0.31
H -3.091143 0.277457 -1.410009  0.06
H -2.861310 -0.297719 -0.028617  0.04
O 4.562305 -0.805977 0.778850  -0.06
H 4.592387 -0.588658 1.710566  0.02
H 3.656043 -1.072109 0.623630  -0.01
O 0.048519 -1.728755 -3.189278  -0.02
H -0.824654 -1.338504 -3.150497  0.04
H 0.573042 -1.095152 -3.678826  0.08
O -0.656517 -3.102171 -1.135563  -0.03
H -0.263967 -2.586619 -0.431045  -0.01
H -0.458074 -2.610120 -1.932266  -0.04
O -1.138709 3.459797 -0.935655  -0.04
H -0.733476 2.713540 -0.493938  -0.02
H -0.421512 3.871985 -1.417289  0.07
O 2.682424 1.153131 -1.727995  -0.06
H 3.626112 1.225140 -1.584809  0.05
H 2.296874 1.297209 -0.863808  -0.02

Force components x, y, z for each atom (eV/Å):
As 2.25 1.42 -1.21
F -1.19 -1.38 0.64
F -2.42 1.66 1.62
F 0.81 0.26 0.19
F 0.69 -1.03 -0.26
F 0.42 -1.00 1.54
F -1.17 0.36 -1.76
O -1.04 0.04 0.09
H 0.47 -0.55 -0.67
H 0.51 0.34 0.29
O 0.22 0.02 0.02
H 0.05 -0.18 0.20
H -0.08 0.06 -0.12
O -0.46 0.08 0.27
H 0.32 0.09 -0.41
H 0.14 -0.10 0.17
O -0.67 -0.52 0.29
H 0.36 0.70 0.22
H 0.22 0.02 -0.15
O 0.01 0.23 0.21
H -0.22 0.02 0.10
H 0.18 -0.09 -0.02
O 0.36 -0.71 -0.15
H -0.08 0.35 0.01
H -0.03 -0.05 -0.21
O -1.72 -0.74 0.46
H 0.75 0.81 -1.83
H 0.91 -0.12 1.05
O 0.28 0.34 0.05
H 0.05 0.01 0.34
H -0.19 -0.29 -0.39
O -0.12 0.23 -0.50
H -0.36 0.23 -0.16
H 0.47 0.10 -0.06
O -0.93 -0.75 0.98
H 0.31 0.00 0.01
H 0.57 -0.10 -0.21
O -0.49 0.00 -0.26
H 0.22 -0.11 0.16
H 0.20 0.25 -0.10
O 0.08 0.01 -0.73
H 0.32 0.06 0.08
H -0.02 0.00 0.21


6.
The following is a quantum chemistry calculation of AsF6H30O15 as an isolated structure in a non-equilibrium geometry, from the Open Molecules 2025 dataset.

Total charge: -1
LUMO energy: 1.92 eV
Kohn-Sham gap: 11.335 eV
Spin multiplicity: 1

Last column: Löwdin charge in e.
Cartesian coordinates (Å):
As 0.225980 -0.744234 0.636212  0.89
F -1.204460 0.311336 0.500072  -0.31
F -0.720830 -1.964114 1.487192  -0.30
F 1.612670 -1.841494 0.757152  -0.30
F 1.256490 0.538846 -0.151688  -0.32
F 0.597230 0.092876 2.191112  -0.32
F -0.187010 -1.591814 -0.949408  -0.34
O 3.590760 -1.063504 -6.002228  -0.06
H 2.998820 -1.422424 -6.663298  0.03
H 3.525990 -1.672144 -5.266288  0.03
O -4.626440 4.770426 -0.521058  -0.06
H -4.276300 5.223966 -1.287818  0.03
H -4.140290 3.946576 -0.486778  0.03
O -0.113990 4.896316 6.807272  -0.05
H 0.105880 5.100306 5.898272  0.03
H -0.679100 5.617226 7.085082  0.02
O 2.659080 6.510266 -1.862038  -0.05
H 2.640290 5.766196 -2.463898  0.02
H 3.532030 6.886886 -1.973218  0.02
O 4.082910 4.342296 3.974852  -0.06
H 3.851210 3.415336 4.032352  0.03
H 3.429150 4.716896 3.384502  0.03
O -6.328720 -1.065604 -2.304958  -0.06
H -5.776010 -0.359184 -2.639208  0.03
H -6.077940 -1.151814 -1.385228  0.03
O 2.322020 -5.270344 -3.695298  -0.06
H 1.931820 -6.135514 -3.570958  0.03
H 1.624510 -4.657004 -3.463968  0.03
O -4.575330 1.872776 4.951252  -0.05
H -3.843100 2.391356 4.617882  0.03
H -4.851460 2.330246 5.745432  0.02
O 6.408930 1.268146 -0.523358  -0.05
H 5.596510 1.518846 -0.963078  0.03
H 7.100960 1.659686 -1.056308  0.02
O -3.092870 -3.137614 -6.248708  -0.06
H -3.284270 -3.222604 -5.314708  0.03
H -3.510790 -2.315644 -6.505508  0.03
O 1.849300 -2.962674 6.173912  -0.06
H 1.377770 -2.532624 5.460512  0.03
H 2.128130 -3.801244 5.806112  0.03
O -4.536220 -6.110274 1.389712  -0.06
H -4.103430 -5.259174 1.457342  0.03
H -4.505590 -6.466314 2.277702  0.02
O -6.748760 -2.073454 3.271982  -0.06
H -6.851650 -2.740384 3.950852  0.02
H -5.954740 -1.599624 3.519462  0.03
O 6.235690 -4.089084 -1.457878  -0.06
H 5.948780 -3.485844 -0.772298  0.03
H 5.426740 -4.364534 -1.889108  0.02
O 2.307360 3.479886 -5.218518  -0.05
H 3.169650 3.885636 -5.308348  0.02
H 2.452630 2.557966 -5.431088  0.03

Force components x, y, z for each atom (eV/Å):
As 0.25 0.50 -0.43
F 0.99 -0.89 -0.21
F 0.28 0.71 -0.33
F -0.61 0.99 0.02
F -1.20 -1.67 0.44
F -0.18 -1.07 -1.20
F 0.47 1.39 1.69
O 0.14 0.27 -0.10
H -0.15 -0.09 -0.16
H 0.00 -0.15 0.27
O -0.23 0.13 0.11
H 0.10 0.12 -0.17
H 0.15 -0.26 0.08
O 0.01 -0.14 0.17
H 0.12 -0.02 -0.26
H -0.13 0.16 0.10
O -0.11 0.17 0.11
H -0.12 -0.29 -0.13
H 0.20 0.11 0.02
O 0.18 0.21 0.17
H -0.05 -0.29 0.00
H -0.14 0.06 -0.19
O -0.20 -0.11 -0.21
H 0.15 0.17 -0.06
H 0.07 -0.07 0.28
O 0.28 0.02 -0.15
H -0.07 -0.21 0.04
H -0.19 0.24 0.15
O -0.18 -0.18 -0.04
H 0.25 0.06 -0.16
H -0.08 0.08 0.19
O 0.13 -0.08 0.16
H -0.33 -0.01 -0.04
H 0.19 0.06 -0.10
O 0.11 -0.16 -0.21
H -0.02 -0.04 0.29
H -0.09 0.20 -0.06
O 0.05 0.00 0.33
H -0.13 0.20 -0.25
H 0.08 -0.17 -0.11
O -0.14 -0.18 -0.15
H 0.14 0.29 -0.05
H 0.01 -0.09 0.19
O -0.19 -0.02 -0.16
H -0.04 -0.17 0.13
H 0.25 0.22 0.02
O 0.29 -0.12 -0.07
H -0.08 0.20 0.19
H -0.25 -0.08 -0.13
O -0.17 0.25 0.04
H 0.20 0.08 -0.05
H -0.01 -0.34 0.01


What did we get for energy? Answer: -623.1946, -393.6273, -1291.9165, -2854.7946, -3752.1800, -3981.7230 Eh, in the order shown.
What did we get for energy above the lowest of the compared OMol25 structures with the same formula, charge and spin? Answer: 160.77, 72.77, 1.86, 8.76, 29.31, 90.55 kcal per mole, in the order shown.